ORCA calculation (ωB97M-V/def2-TZVPD) on a molecular structure, C30H53NO4SSbSiW at a distorted geometry.

Properties
Highest occupied orbital energy (alpha / beta) = -14.7 / -14.7 eV
Energy above the lowest of the compared OMol25 structures with the same formula, charge and spin = 1.17 kcal/mol
Lowest unoccupied orbital energy (alpha / beta) = -0.3576 / -0.3603 Eh
Charge = +3

XYZ file:
```
92
Properties=species:S:1:pos:R:3:forces:R:3
W 1.46922 0.25700 1.03867 -0.483 -0.150 0.388
C 1.35539 4.18353 2.35826 -0.106 -0.352 0.773
C 2.16408 3.24414 1.52292 0.529 0.124 1.036
C 2.63455 2.02818 2.23133 -0.192 0.272 -1.145
C 3.91237 1.50176 1.79831 1.679 1.140 -0.804
C 4.84223 0.69946 2.68215 0.064 0.090 0.206
C 4.43456 1.99585 0.58474 -0.388 -0.842 1.396
C 3.72986 2.89708 -0.22656 2.503 -0.125 -0.818
C 4.32404 3.11329 -1.60701 0.280 1.175 0.899
C 2.71382 3.65774 0.32109 -1.453 -0.618 0.524
H 2.03611 4.78526 2.99722 -0.067 -0.278 -0.487
H 0.70917 3.68013 3.08446 -0.034 -0.119 -0.246
H 0.76431 4.86583 1.78865 -0.369 0.479 -0.456
H 2.43140 2.06442 3.31473 -0.152 -0.594 -0.533
H 5.82770 1.21415 2.79388 -0.835 -0.046 -0.191
H 5.11335 -0.26494 2.23416 -0.315 0.037 0.188
H 4.42414 0.59253 3.69027 0.113 -0.272 -0.261
H 5.46316 1.69460 0.36357 -0.527 -0.025 -0.471
H 5.41254 3.35951 -1.56083 -0.673 -0.609 0.179
H 3.90297 3.99412 -2.09579 -0.352 -0.390 -0.194
H 4.17120 2.18358 -2.14005 0.058 -0.024 -0.482
H 2.33929 4.55557 -0.17024 0.136 -0.197 0.067
O -0.32952 -1.53874 -2.14911 1.269 -2.215 -1.566
S 0.31245 -2.55015 -3.01063 -0.625 1.520 1.364
O 1.42938 -3.29799 -2.53333 -0.276 0.237 0.082
O -0.20983 1.18584 1.00792 4.132 -1.254 0.410
O 2.53471 -0.01447 -0.41348 -3.961 0.520 4.781
C 0.76093 -0.05150 5.31639 0.312 0.597 0.310
Si 0.20252 -1.28473 4.02873 -0.574 -0.796 2.168
C -1.47859 -0.87934 3.36207 -0.518 0.115 0.575
C 0.28798 -2.98853 4.89225 1.522 0.492 -0.603
N 1.30869 -1.15038 2.60396 1.735 2.965 -5.393
C 1.97409 -2.38232 2.15609 0.482 -0.961 2.083
C 3.05039 -2.89097 2.96440 -1.206 -0.601 -0.356
C 3.08714 -4.28016 3.19465 0.348 0.999 -0.019
C 2.19464 -5.15444 2.57209 0.130 0.339 -0.036
C 1.26589 -4.64474 1.66747 0.879 -0.847 -0.667
C 1.16944 -3.28318 1.43833 -0.070 0.289 -0.177
H 0.07537 0.01830 6.19408 0.261 -0.292 -0.723
H 0.79283 0.96725 4.89501 0.099 -0.175 0.162
H 1.75964 -0.29074 5.74159 -0.499 0.121 -0.373
H -1.91009 -0.05930 3.96026 0.105 -0.314 -0.037
H -2.17820 -1.73299 3.43497 0.384 0.365 -0.235
H -1.41704 -0.48609 2.35980 -0.135 -0.198 -0.363
H -0.43999 -3.06497 5.68227 -0.585 0.285 0.220
H 1.28482 -3.07022 5.43375 -1.074 -0.156 -0.918
H 0.10508 -3.81855 4.19466 0.336 0.111 0.332
H 3.77379 -2.24768 3.48161 -0.643 -0.102 -0.123
H 3.79011 -4.61548 3.95291 0.056 -0.247 -0.382
H 2.26171 -6.22852 2.74202 -0.093 0.316 0.090
H 0.72634 -5.37739 1.06372 -0.201 0.468 0.213
H 0.45904 -2.90418 0.70316 -0.181 0.036 0.412
C -4.24834 -3.13127 -6.10541 1.146 1.650 0.558
C -2.76681 -3.11016 -6.21664 -0.131 -1.786 -0.522
C -2.04626 -4.12625 -5.37828 -1.215 0.412 0.398
C -1.99697 -2.42452 -7.28704 -0.872 1.231 0.632
Sb -1.30591 0.96369 -0.71930 -1.033 -0.680 -1.598
C -1.12953 2.80263 -2.06171 -0.934 -0.388 2.118
C -1.35949 3.97739 -1.10595 0.504 0.864 -0.531
C -2.26413 2.71759 -3.10229 1.578 -0.336 0.070
C 0.26473 2.84901 -2.64266 -1.551 0.548 -2.177
C -3.35968 0.84700 0.29686 0.884 0.792 -0.927
C -4.35798 1.53064 -0.59960 -0.950 -0.385 -0.279
C -3.64110 -0.65679 0.38209 1.110 0.285 0.311
C -3.22233 1.64056 1.57110 -0.158 0.378 0.460
H -4.62379 -4.12854 -6.25609 -0.012 -0.778 -0.402
H -4.68864 -2.40167 -6.77090 -0.403 -0.050 -0.025
H -4.55864 -2.97210 -5.03941 0.355 0.127 -0.619
H -2.74920 -4.63865 -4.72883 -0.219 -0.141 -0.064
H -1.28270 -3.76981 -4.69358 0.371 0.423 -0.540
H -1.61721 -4.86910 -6.04485 0.373 -0.028 -0.305
H -2.38143 -1.44629 -7.64106 -0.434 -0.690 0.242
H -1.95429 -3.06556 -8.18440 -0.040 -0.203 0.280
H -1.00803 -2.20966 -6.93597 0.846 -0.366 0.020
H -2.35280 4.00476 -0.63660 0.217 0.079 -0.388
H -1.16901 4.88112 -1.72126 -0.545 -0.017 0.425
H -0.62040 4.06308 -0.29479 -0.047 -0.375 -0.141
H -3.23287 2.84855 -2.66540 -0.487 -0.195 0.096
H -2.16684 1.81938 -3.72497 -0.325 -0.071 0.255
H -2.09752 3.52962 -3.79286 -0.025 0.539 -0.317
H 0.99642 2.91574 -1.89372 1.160 0.010 1.024
H 0.28594 3.81049 -3.25613 0.293 -1.169 0.514
H 0.44348 1.98019 -3.30668 0.137 0.527 0.280
H -4.50116 0.98817 -1.55267 0.102 0.361 0.273
H -4.15156 2.58936 -0.79054 -0.096 -0.266 0.137
H -5.32061 1.44784 -0.05718 0.162 0.263 -0.361
H -3.94231 -1.02655 -0.61699 0.275 -0.052 0.618
H -4.42051 -0.86375 1.11388 -0.213 0.013 -0.044
H -2.70817 -1.14716 0.75178 -0.866 -0.143 -0.426
H -3.12802 2.72564 1.39463 -0.099 -0.397 -0.178
H -2.35703 1.35547 2.13186 0.474 -0.163 0.467
H -4.07851 1.51352 2.24004 -0.158 -0.118 -0.136
```
Positions in Å, forces in eV/Å.



ORCA calculation (ωB97M-V/def2-TZVPD) on 3 unconnected molecules or ions with the total composition C30H54BrF5N3O19P at a distorted geometry.

Properties
Highest occupied orbital energy = -8.8 eV
Structure (SMILES) = CC(=O)OC[C@](CCO)(O[C@H](COO)COC(F)(F)F)[C@H](C[C@H](O)CN)O[C@](OC#N)(N(C(=O)F)C(=O)F)P(O)Br.COCCOCCOC.COCCOCCOC
Lowest unoccupied orbital energy = -0.0180 Eh

XYZ file:
```
113
Properties=species:S:1:pos:R:3:forces:R:3
C 0.81553 3.45979 7.55164 0.241 0.014 -0.046
C 0.22287 4.24686 6.42249 -0.088 1.592 0.307
O 0.26358 5.46044 6.41187 -0.236 -1.177 -0.171
O -0.41079 3.56057 5.42852 0.493 -0.016 -0.109
C 0.51587 2.86384 4.56037 -0.857 -0.084 0.378
C 0.40546 3.40803 3.14009 0.687 -0.796 0.822
C 0.67926 4.90397 3.20428 0.080 0.117 -0.163
C 2.03641 5.34162 3.71779 0.026 0.591 -0.231
O 3.03015 5.32906 2.69671 -0.150 -0.399 -0.073
O -0.90011 3.01712 2.75107 0.121 0.504 0.013
C -1.67452 3.92200 2.01913 -1.456 -0.850 -0.645
C -2.52611 4.81311 2.90304 0.210 0.879 -0.160
O -3.51968 5.47551 2.13144 -0.263 -0.212 -0.317
O -2.90195 6.54147 1.41560 0.206 0.415 0.364
C -2.68989 3.09270 1.14571 0.838 -0.433 0.493
O -2.27633 1.71810 1.04913 -0.026 0.105 -0.120
C -3.11096 0.86148 1.65292 0.527 -0.370 -0.088
F -4.29514 0.79064 1.03469 -0.358 0.032 -0.045
F -2.56654 -0.35242 1.63426 0.019 0.057 -0.087
F -3.34682 1.18260 2.93054 -0.166 0.130 0.264
C 1.43893 2.64492 2.28017 -0.880 1.187 -1.173
C 1.18862 2.86852 0.77674 0.697 -0.301 0.354
C 1.95143 3.98428 0.07406 -0.497 -0.702 -0.760
O 1.42955 3.98105 -1.27022 -0.506 0.380 0.263
C 3.44340 3.75616 -0.00405 0.249 1.192 0.233
N 4.09993 5.01797 -0.38920 -0.195 -0.484 0.327
O 1.31120 1.22307 2.51380 0.150 0.175 0.083
C 2.47617 0.51725 2.53680 -0.304 -0.982 0.896
O 3.42948 0.96873 1.55292 0.495 -0.058 -0.051
C 3.46142 0.31201 0.44134 -0.728 -1.052 -2.206
N 3.36305 -0.26846 -0.57012 0.596 1.224 1.918
N 2.07866 -0.87122 2.28234 0.122 0.142 0.654
C 2.87747 -1.88185 2.81323 -0.340 -1.860 1.232
O 2.58497 -2.75171 3.58946 0.353 1.344 -1.504
F 4.10015 -1.80805 2.29155 0.200 0.231 0.015
C 0.67365 -1.12885 2.40253 -1.626 -0.277 1.634
O 0.04431 -1.34328 3.39653 1.227 0.343 -1.597
F 0.13388 -1.13280 1.20399 0.009 0.053 -0.225
P 3.37106 0.95168 4.19920 0.381 0.954 -0.103
O 4.82142 0.23039 4.04593 -0.592 -0.165 0.430
Br 2.26087 -0.21942 5.73990 0.232 0.033 -0.512
H 0.08298 2.86673 8.08079 -0.324 -0.181 -0.070
H 1.26455 4.15779 8.23491 0.083 0.298 0.304
H 1.60620 2.79947 7.21907 0.081 -0.341 -0.256
H 1.51715 2.95447 4.95683 0.336 -0.039 -0.020
H 0.21698 1.82908 4.56084 -0.041 -0.395 -0.011
H 0.52828 5.41436 2.26323 0.004 -0.001 -0.403
H -0.03810 5.33641 3.88304 -0.262 0.016 0.271
H 2.37981 4.81187 4.59713 -0.002 -0.300 0.192
H 1.91995 6.37421 4.02153 -0.077 0.292 0.234
H 3.79371 4.87967 3.05245 0.428 0.014 -0.018
H -1.11207 4.49582 1.29669 0.529 0.330 0.092
H -3.07037 4.22327 3.62503 -0.173 -0.300 0.210
H -1.96617 5.58585 3.41577 0.207 -0.021 0.242
H -2.59522 6.15762 0.58540 -0.170 -0.285 -0.148
H -3.67912 3.12415 1.57113 -0.324 0.216 0.004
H -2.69399 3.47429 0.13930 -0.211 0.147 -0.369
H 2.42099 3.02349 2.52994 0.332 -0.281 0.263
H 0.13142 2.94758 0.57794 -0.240 0.051 -0.080
H 1.50881 1.95969 0.28380 -0.100 -0.304 -0.260
H 1.72304 4.95790 0.47588 0.244 0.330 0.306
H 2.13407 3.77282 -1.87547 0.271 -0.180 -0.354
H 3.84768 3.49045 0.96280 0.025 -0.183 0.258
H 3.66627 2.94693 -0.70127 -0.145 -0.376 -0.039
H 3.94948 5.20789 -1.36721 0.184 0.145 -0.184
H 5.08680 4.93235 -0.20367 0.210 0.184 -0.277
H 4.82371 -0.65723 4.42560 0.319 -0.241 -0.130
C -0.78245 -3.61990 -7.62036 0.067 -0.066 0.104
O 0.22780 -3.42288 -6.65609 -0.123 0.269 0.009
C 1.47250 -3.06971 -7.23514 -0.051 -0.203 0.153
C 2.30839 -2.23783 -6.28758 0.091 0.019 -0.008
O 1.88566 -0.88791 -6.17377 -0.012 0.017 -0.020
C 0.70954 -0.62454 -5.42208 -0.001 0.064 -0.008
C 0.89151 -0.74371 -3.92462 -0.202 -0.140 0.113
O 0.92362 -2.09804 -3.50113 0.451 0.162 -0.202
C 1.69424 -2.27350 -2.32797 -0.176 -0.200 -0.107
H -0.56494 -4.49201 -8.24742 -0.039 0.036 -0.073
H -1.71830 -3.78834 -7.09099 0.014 -0.055 0.041
H -0.89725 -2.73282 -8.25385 0.015 -0.042 -0.059
H 1.31372 -2.50322 -8.15981 0.020 0.015 -0.015
H 2.01657 -3.99389 -7.47344 0.095 0.077 -0.122
H 3.31395 -2.18318 -6.71075 -0.002 0.034 -0.020
H 2.39493 -2.71161 -5.30843 -0.185 -0.078 0.012
H -0.13086 -1.22572 -5.77291 0.024 -0.149 0.114
H 0.47136 0.42042 -5.63288 0.033 0.015 -0.009
H 0.04699 -0.25090 -3.42276 0.071 0.164 -0.023
H 1.81733 -0.23323 -3.63684 0.013 0.012 0.005
H 2.71373 -1.91343 -2.47241 0.003 0.093 0.072
H 1.73181 -3.34225 -2.11466 -0.100 0.001 -0.016
H 1.23764 -1.75430 -1.47948 0.103 0.054 0.046
C -1.47840 -4.11627 -3.65871 0.083 -0.083 0.221
O -1.95687 -4.92657 -2.59569 -0.275 0.051 -0.213
C -2.45414 -4.16004 -1.51613 0.231 -0.204 -0.042
C -3.51651 -4.91723 -0.75176 -0.042 0.054 0.130
O -4.77805 -4.97067 -1.40354 -0.008 -0.021 0.013
C -4.90477 -5.82275 -2.53100 -0.088 0.081 -0.060
C -4.94627 -7.29765 -2.19751 0.193 -0.101 -0.169
O -3.65343 -7.79420 -1.89510 0.000 0.142 0.241
C -3.68383 -8.88700 -1.00757 0.052 0.028 -0.111
H -0.59891 -3.53570 -3.35985 -0.271 -0.084 -0.143
H -1.20718 -4.77373 -4.48117 0.055 -0.058 0.006
H -2.26699 -3.43233 -4.00370 0.067 0.024 0.012
H -2.87931 -3.21690 -1.87958 -0.012 0.023 0.026
H -1.61939 -3.93341 -0.83653 -0.095 0.158 0.072
H -3.70373 -4.37026 0.17528 -0.034 0.029 -0.021
H -3.17005 -5.91423 -0.47493 0.097 -0.042 -0.158
H -4.14040 -5.60824 -3.27955 0.130 -0.128 0.062
H -5.87172 -5.56374 -2.96898 -0.019 0.005 0.034
H -5.32986 -7.84980 -3.06684 -0.168 0.043 0.039
H -5.62686 -7.45531 -1.35274 -0.005 0.015 0.018
H -4.19537 -8.62147 -0.07480 -0.056 -0.060 -0.014
H -2.65426 -9.14976 -0.77214 0.017 -0.012 -0.056
H -4.17800 -9.75396 -1.46180 -0.036 -0.027 0.080
```
Positions in Å, forces in eV/Å.